Record 1
The following is a quantum chemistry calculation of a 2-piece molecular cluster, C5H11N2 overall at a distorted geometry, from OMol25.

The calculation puts the electronic energy at -8331.316 eV. As for the HOMO energy (alpha / beta): -0.4371 / -0.4545 Eh. Its energy above the lowest of the compared OMol25 structures with the same formula, charge and spin is 5.803 eV. The net charge is +1.

Geometry as XYZ:
```
18
Properties=species:S:1:pos:R:3:forces:R:3
C -2.43804 -1.05040 -0.39107 0.2862 1.4313 0.3196
C 1.88686 -1.62510 0.30072 -0.7682 0.5000 -1.4308
C -1.78201 -0.72947 0.68503 1.5224 -0.5869 0.9408
C 0.28084 0.82169 -1.29904 -1.6330 0.8264 -3.0459
C 0.63888 0.49462 0.05299 -0.9195 -2.6468 1.3220
N 1.58286 -0.39398 0.40314 0.9008 1.2570 0.9448
N 0.58190 1.62019 1.02279 2.2173 0.1776 0.9891
H -3.31815 -1.64436 -0.29963 -0.5475 -0.7135 -0.3031
H -2.24213 -0.47485 -1.29349 -0.2210 -0.3764 -0.2338
H 2.91091 -1.99053 0.47545 -0.6410 0.3025 0.3544
H 1.13690 -2.26489 -0.16338 0.1444 -0.5462 0.1475
H -1.62579 -1.16813 1.69463 -0.3972 0.5488 -0.8026
H -0.14164 0.02510 -1.98611 0.5914 0.3043 1.3736
H -0.52342 1.61756 -1.37620 1.0600 -0.6696 0.3386
H 1.16032 1.16089 -1.86221 -0.0052 0.2752 0.0436
H 1.04760 1.28479 1.88225 0.7183 -0.0120 -0.5554
H 1.12108 2.45497 0.67918 -0.7419 -0.5300 0.4433
H -0.27695 1.86190 1.47496 -1.5664 0.4582 -0.8457
```
Forces are in eV/Å.

***

Record 2
The following is a quantum chemistry calculation of one molecule with the formula C7H10O at a distorted geometry, from OMol25.

The calculation puts the electronic energy at -9464.382 eV. As for the HOMO energy: -0.3321 Eh. Its energy above the lowest of the compared OMol25 structures with the same formula, charge and spin is 4.178 eV. The net charge is 0.

Geometry as XYZ:
```
18
Properties=species:S:1:pos:R:3:forces:R:3
C -1.63106 -0.17612 0.41509 -2.0138 -0.5795 -0.3417
C -0.86484 1.12470 0.12640 1.5953 -0.5829 -1.7458
C 0.17213 0.90283 -1.05943 -1.3713 1.0863 -2.7536
C 1.49470 0.16378 -0.50090 -1.6323 2.6394 0.8924
C 1.35810 -1.21695 -0.08641 -0.1896 -1.1615 -0.5651
C 1.09439 -0.22063 0.94761 -0.2369 0.7168 2.0108
C -0.43384 0.15904 1.17416 3.9026 1.1182 1.2264
H -2.28311 -1.32056 -1.26338 -0.0202 1.0642 0.9639
H -2.47648 -0.25388 1.14619 0.2615 0.5188 -1.2779
H -1.04193 2.17911 0.27551 -0.8861 -0.1669 0.4406
H -0.56854 0.30195 -1.80811 2.6794 0.8678 1.2147
H 0.35683 1.94913 -1.71303 -0.1786 -2.7418 2.1387
H 2.50191 0.55321 -0.53616 -0.1988 0.4831 -0.6850
H 2.22776 -1.82660 -0.05734 0.4537 -0.5488 0.0217
H 0.47463 -1.58157 -0.52480 -0.6171 -1.3850 -0.1949
H 1.85257 -0.10323 1.85759 -1.9174 -0.1574 -2.1542
H -0.60510 0.59646 2.15475 -0.2247 -0.8083 0.2418
O -1.62811 -1.23066 -0.54775 0.5944 -0.3626 0.5672
```
Forces are in eV/Å.

***

Record 3
The following is a quantum chemistry calculation of C43H44N7O6Rb as an isolated structure at a distorted geometry, from OMol25.

The calculation puts the electronic energy at -68676.130 eV. As for the HOMO energy: -0.0813 Eh. The net charge is -2.

Geometry as XYZ:
```
101
Properties=species:S:1:pos:R:3:forces:R:3
Rb 0.75037 0.37735 -1.41842 0.4227 0.2956 0.3368
C 0.22865 -4.04368 2.43462 0.0064 -0.0554 0.0639
C 0.40323 -4.37633 0.95004 0.0089 0.0518 0.0446
C -0.08520 -5.78779 0.62915 0.0504 -0.0836 0.0152
C 1.83687 -4.15787 0.50661 -0.0083 -0.1311 0.0903
C 2.85395 -4.85435 1.14806 0.0012 -0.0188 0.0028
C 4.18521 -4.65452 0.81774 -0.0911 0.0493 -0.0454
C 4.48690 -3.72240 -0.16498 0.0023 0.0079 -0.0110
C 3.50151 -3.00086 -0.83325 -0.0589 0.0237 -0.0306
C 3.96229 -1.95231 -1.83979 0.0638 0.0120 0.0738
C 3.29961 -2.03635 -3.21532 -0.0128 -0.0906 0.1168
C 3.85298 -0.54496 -1.22296 0.0386 -0.2759 -0.0379
C 2.14168 -3.22990 -0.51039 -0.0032 0.1639 -0.0960
N 1.11039 -2.48029 -1.09499 -0.0826 0.0686 -0.0850
C 0.25080 -3.14606 -1.84505 -0.3763 0.1056 -0.1345
O 0.30154 -4.34215 -2.20728 0.1531 -0.0070 0.1537
C -0.99956 -2.38054 -2.36372 0.1152 0.1718 0.1239
C -1.83377 -3.08916 -3.22121 0.0138 0.0084 -0.0421
C -2.94711 -2.45895 -3.74552 -0.0346 -0.0338 -0.0267
C -3.19638 -1.13831 -3.42189 0.0161 0.0012 -0.0108
C -2.32761 -0.48318 -2.55674 0.1625 0.1142 0.0909
N -1.26564 -1.10904 -2.01798 -0.7855 -0.5230 -0.3407
C -2.66497 1.00613 -2.25857 -0.0849 -0.3730 0.0804
O -3.77747 1.38497 -2.68716 0.0418 0.0366 -0.0157
N -1.77707 1.70853 -1.58113 0.0899 -0.0300 -0.0076
C -2.16497 2.99814 -1.18866 0.1041 -0.1013 -0.0205
C -1.47370 4.14583 -1.64130 -0.0139 -0.0647 0.0008
C -1.85830 5.39968 -1.17287 -0.0006 0.0035 -0.0034
C -2.89201 5.56634 -0.26369 0.0127 -0.0750 -0.0261
C -3.54287 4.43590 0.20432 0.0144 0.0140 0.0052
C -3.19219 3.16495 -0.23424 -0.0972 0.0133 0.0436
C -3.89716 1.96740 0.37360 0.0401 0.0045 0.0587
C -3.70748 1.93360 1.89295 -0.0470 0.0254 0.0540
C -5.37650 1.92047 -0.00362 -0.0744 0.0700 -0.0196
C -0.27050 4.09354 -2.57406 0.0291 0.0548 0.0442
C 0.98005 3.64017 -1.79851 -0.2585 0.1366 -0.0754
C -0.48144 3.31205 -3.87077 -0.0100 -0.0398 -0.0139
H -0.82208 -4.13202 2.73035 0.0207 0.0012 -0.0131
H 0.55863 -3.02398 2.64971 -0.0034 -0.0090 -0.0243
H 0.80957 -4.72091 3.06893 -0.0161 0.0075 -0.0194
H -0.21211 -3.67589 0.38830 -0.0329 0.0114 0.0297
H 0.53480 -6.53701 1.13342 -0.0192 -0.0015 0.0070
H -0.03889 -5.95576 -0.44771 0.0197 0.0224 0.0543
H -1.11744 -5.92753 0.96588 -0.0067 0.0145 -0.0123
H 2.59603 -5.56873 1.92539 0.0126 0.0096 -0.0187
H 4.97155 -5.20741 1.31891 0.0018 0.0013 -0.0028
H 5.52390 -3.53955 -0.43297 -0.0028 -0.0121 0.0142
H 5.03071 -2.14276 -1.99416 0.0187 -0.0210 0.0043
H 2.24305 -1.80136 -3.15519 -0.0376 0.0455 -0.0858
H 3.39417 -3.04766 -3.61900 0.0144 0.0120 -0.0006
H 3.75839 -1.32639 -3.90501 0.0028 -0.0016 0.0039
H 2.84735 -0.41075 -0.84119 0.3894 -0.0935 0.1974
H 4.05460 0.23565 -1.95998 -0.0137 -0.0101 -0.0167
H 4.54108 -0.44488 -0.37805 0.0017 0.0010 -0.0116
H -1.56355 -4.10886 -3.45151 -0.0267 -0.0012 -0.0106
H -3.61178 -2.99263 -4.41705 0.0057 0.0037 -0.0039
H -4.03381 -0.57771 -3.80986 -0.0104 -0.0207 -0.0051
H -1.32146 6.26909 -1.54239 -0.0128 0.0056 0.0157
H -3.17692 6.55469 0.07857 0.0015 0.0028 -0.0028
H -4.34219 4.54079 0.93303 0.0146 0.0057 -0.0214
H -3.42206 1.07678 -0.03298 0.0068 -0.0400 0.0115
H -4.18100 2.79511 2.37477 0.0079 -0.0284 -0.0188
H -2.64682 1.94849 2.15683 -0.0004 -0.0046 -0.0203
H -4.15244 1.02893 2.31976 0.0050 0.0188 -0.0146
H -5.89454 2.82108 0.34365 -0.0033 -0.0170 0.0106
H -5.86736 1.05621 0.45540 0.0170 -0.0118 -0.0045
H -5.47607 1.84871 -1.08726 0.0216 0.0215 0.0479
H -0.09079 5.13430 -2.86823 0.0084 0.0152 -0.0127
H 0.77585 2.68608 -1.32964 0.0350 0.3857 0.1074
H 1.20319 4.35715 -1.00237 0.0288 -0.0083 -0.0100
H 1.84883 3.52703 -2.44968 -0.0251 -0.0046 -0.0359
H -0.59237 2.24444 -3.70391 0.0069 0.0318 0.0440
H 0.37885 3.43772 -4.53192 -0.0095 0.0307 0.0047
H -1.38067 3.67025 -4.37893 0.0136 -0.0105 -0.0070
O 0.58557 0.89308 7.44005 0.0459 0.0761 0.1966
N -0.18876 0.68044 6.53072 0.1683 -0.2101 -0.8093
O -1.34449 0.34362 6.67828 -0.1244 0.0875 0.1966
C 0.31765 0.83337 5.12741 -0.5390 -0.2597 0.5488
C 1.41283 1.59463 5.00797 0.4340 0.3247 -0.2256
C 1.98103 1.86132 3.72028 -0.0486 -0.0185 0.4126
C 3.12558 2.65863 3.55009 0.0602 0.0431 -0.0099
C 3.61025 2.85955 2.28747 -0.0729 -0.0563 -0.0756
C 2.93621 2.24842 1.21041 0.0941 0.0599 0.0770
N 1.86633 1.50453 1.35228 0.0066 0.0422 -0.0878
C 1.38020 1.31129 2.59123 -0.1567 -0.1507 -0.2923
C 0.18867 0.48123 2.73606 0.0416 0.0445 -0.1905
N -0.33051 -0.00689 1.60056 0.0922 -0.0240 -0.1636
C -1.37816 -0.78927 1.65984 -0.0611 -0.0254 0.0209
C -1.97963 -1.14380 2.87881 -0.0183 -0.0101 -0.1602
C -1.47903 -0.64010 4.04595 0.0710 0.0556 0.1303
C -0.35858 0.22028 4.00462 -0.0058 -0.0006 0.1127
H 1.86491 2.01782 5.89391 0.0030 -0.0057 -0.0055
H 3.60526 3.09891 4.41693 -0.0063 -0.0056 -0.0071
H 4.48629 3.46574 2.10273 0.0027 -0.0047 0.0023
H 3.29760 2.37673 0.19404 0.0095 0.0169 0.0111
H -1.75659 -1.15230 0.70773 0.0160 -0.0028 0.0136
H -2.83497 -1.80641 2.88575 0.0126 0.0084 0.0002
H -1.93976 -0.89236 4.98595 0.0213 0.0063 -0.0049
O 3.11116 1.70436 -5.12450 0.0080 0.0039 0.0813
N 2.67046 1.40070 -4.00544 -0.2659 -0.1463 -0.0463
O 1.61016 0.71975 -3.98608 0.4307 0.2702 -0.2614
```
Forces are in eV/Å.

***

Record 4
The following is a quantum chemistry calculation of one molecule with the formula C7H11N at a distorted geometry, from OMol25.

The calculation puts the electronic energy at -8927.266 eV. As for the HOMO energy: -0.2960 Eh. Its energy above the lowest of the compared OMol25 structures with the same formula, charge and spin is 0.463 eV. The net charge is 0.

Geometry as XYZ:
```
19
Properties=species:S:1:pos:R:3:forces:R:3
C 0.09936 -1.33368 -1.95689 0.3769 -1.0525 0.1955
C 0.41356 -1.45063 -0.45970 0.6588 -0.9872 0.3413
C 0.58363 -0.15636 0.26258 -0.6455 -0.2205 0.2785
C 1.65913 0.27280 0.98841 0.5195 -0.1480 0.0439
N 1.31373 1.42484 1.63013 -0.9106 0.9060 -0.0473
C 0.01027 1.75233 1.30615 0.5242 -0.2389 0.2336
C -0.47958 0.77677 0.48745 -0.1805 0.1464 0.1174
C -1.91119 0.63677 0.07546 0.0474 0.1584 -0.3976
H 0.59402 -0.44732 -2.33923 -0.4038 0.2242 -0.2918
H 0.52499 -2.19369 -2.49232 0.0615 0.1655 0.1130
H -0.96802 -1.42048 -2.16410 0.0135 0.6935 -0.0200
H 1.28773 -2.09851 -0.28661 0.3354 0.5892 -0.3814
H -0.29399 -2.09721 0.06136 -0.7342 0.3287 -0.0775
H 2.61392 -0.20235 1.16989 -0.0721 0.1189 -0.1876
H 1.87655 2.11707 2.08951 0.4899 -0.4367 0.0342
H -0.44707 2.62127 1.75339 -0.0760 -0.0368 -0.1268
H -2.55029 1.28137 0.68129 -0.0056 -0.1772 0.0559
H -2.09190 0.91589 -0.96464 0.1335 0.0410 -0.0818
H -2.23484 -0.39888 0.15786 -0.1322 -0.0740 0.1985
```
Forces are in eV/Å.